Entry from OMol25: C48H39N4O3S2TeW as an isolated structure (ωB97M-V/def2-TZVPD).

XYZ file:
```
98
Properties=species:S:1:pos:R:3:forces:R:3:mulliken_charge:R:1
W -0.74513 -0.59644 -0.27046 -0.250 -0.004 0.389 0.2776
C -2.35668 -3.04948 3.22128 -0.030 -0.046 0.003 -1.2086
C -3.03382 -4.05464 2.55186 -0.020 -0.028 0.051 -1.1029
C -3.02088 -4.07296 1.17013 0.000 0.016 -0.030 -0.7473
C -2.32058 -3.10273 0.45565 0.036 0.034 -0.006 1.3012
C -1.62513 -2.06963 1.12175 -0.105 -0.178 0.014 0.6068
C -1.67275 -2.07148 2.51273 0.119 0.179 0.011 -0.3527
C -2.34080 -3.08705 -1.01121 0.050 0.033 -0.088 1.4478
C -2.83750 -4.16405 -1.77432 0.003 -0.013 -0.021 -1.1926
C -2.84266 -4.08625 -3.13169 -0.015 -0.014 0.023 -1.6298
C -2.45774 -2.89094 -3.77320 0.041 0.079 0.104 0.9762
C -2.57189 -2.71769 -5.16952 -0.005 -0.011 -0.033 -0.8146
C -2.30002 -1.50902 -5.74093 -0.033 -0.046 -0.072 -0.9187
C -1.92384 -0.42462 -4.92818 0.039 0.047 0.069 -0.7532
C -1.76638 -0.57327 -3.57797 0.034 -0.166 -0.040 0.5274
C -1.99439 -1.82670 -2.97069 0.009 0.024 -0.103 -0.6680
N -1.84776 -2.00112 -1.60816 -0.061 0.110 0.031 0.6578
H -2.36932 -3.01324 4.30328 0.001 0.005 -0.003 0.4857
H -3.57842 -4.81164 3.10015 0.009 0.011 -0.010 0.4210
H -3.57731 -4.84312 0.65447 0.009 0.010 0.004 0.4316
H -1.20342 -1.28154 3.08365 -0.010 -0.014 -0.047 0.4747
H -3.16922 -5.06016 -1.27523 0.000 0.003 -0.013 0.4958
H -3.17748 -4.92299 -3.73256 0.003 -0.005 0.014 0.4447
H -2.89779 -3.55838 -5.76943 0.000 0.014 0.003 0.4525
H -2.39520 -1.37354 -6.80984 0.000 -0.011 0.013 0.4300
H -1.75557 0.54781 -5.37467 -0.007 -0.014 0.015 0.5714
H -1.48744 0.27270 -2.97685 0.044 0.082 0.066 0.0737
C -0.19273 1.50881 2.42908 0.062 -0.015 -0.051 -2.9670
N -1.13086 0.72715 1.60161 -0.058 -0.040 -0.038 0.4637
C -2.37554 1.05151 1.78324 0.043 -0.093 -0.102 -0.1799
C -3.34986 0.58979 0.90395 -0.002 0.003 -0.041 -0.4438
C -4.72625 0.79382 0.81381 0.016 0.034 0.092 -1.0165
C -5.12787 0.15110 -0.35023 -0.080 -0.004 0.007 -1.2768
C -3.98688 -0.41591 -0.91496 0.034 -0.059 -0.173 -0.8805
N -2.89788 -0.14964 -0.16813 0.016 0.000 0.185 1.7190
C 0.54558 0.71086 3.45585 0.061 -0.037 0.008 0.9366
C 0.50046 1.00879 4.75533 -0.059 0.064 -0.131 -0.2065
C 1.28338 0.24793 5.72161 0.037 -0.068 0.191 -0.9850
C 2.26083 -0.55945 5.31806 0.000 -0.014 0.051 -1.0748
C 2.62769 -0.71773 3.86332 -0.052 -0.011 -0.125 0.7555
C 1.38078 -0.45180 2.99694 0.074 0.091 0.069 -0.6118
H -0.74142 2.30520 2.93055 -0.032 0.029 0.002 0.8923
H 0.50884 2.01642 1.75343 0.009 0.007 -0.012 0.2417
H -2.65008 1.71929 2.59431 0.001 0.023 0.023 0.6612
H -5.33625 1.34121 1.51539 0.018 -0.010 -0.012 0.5905
H -6.12364 0.08942 -0.75825 0.019 0.003 0.005 0.5373
H -3.94347 -0.96771 -1.83858 -0.005 0.045 0.064 0.3931
H -0.11055 1.83136 5.11074 -0.008 -0.011 -0.025 0.5012
H 1.07360 0.37787 6.77604 0.027 -0.008 -0.026 0.4354
H 2.87171 -1.08912 6.04053 0.002 0.018 -0.019 0.5491
H 2.92236 -1.75725 3.71371 -0.021 0.009 0.030 0.5328
H 0.77688 -1.36201 2.97858 -0.013 -0.027 -0.073 0.7598
C 3.84311 0.16871 3.52325 -0.028 0.040 0.001 -1.5541
Te 1.88197 -0.10901 0.93928 0.200 -0.058 0.139 0.0359
C 3.27722 -1.72668 1.06386 -0.012 -0.066 0.042 -1.0768
C 4.63683 -1.23263 1.48806 -0.006 0.053 -0.001 0.9321
C 5.70477 -1.65211 0.69359 0.005 -0.020 -0.064 -0.9106
C 7.01432 -1.32468 0.99871 -0.005 -0.012 -0.020 -0.8253
C 7.27541 -0.55551 2.11970 -0.010 0.009 0.017 -0.7226
C 6.22199 -0.12035 2.90631 0.018 0.025 0.015 -1.0623
C 4.89601 -0.43190 2.61125 0.036 0.018 -0.010 1.1401
H 4.34203 0.44724 4.45217 0.001 -0.024 0.017 0.7014
H 3.48528 1.11695 3.10343 0.007 -0.004 0.034 0.2906
H 3.33039 -2.16010 0.07479 -0.021 -0.015 -0.046 0.7886
H 2.83879 -2.45764 1.73996 -0.062 0.025 -0.002 0.5876
H 5.49550 -2.25345 -0.18372 -0.001 0.012 0.017 0.4583
H 7.82076 -1.67076 0.36588 -0.011 0.000 0.007 0.4204
H 8.29153 -0.29326 2.38363 -0.010 -0.002 -0.004 0.4026
H 6.43043 0.48483 3.78121 -0.003 -0.002 -0.012 0.4074
N -0.60695 1.19776 -0.90126 -0.393 -0.096 -0.347 0.0139
C -0.42349 2.34131 -1.40813 0.361 -0.058 0.201 -0.0701
C 0.83055 3.08398 -1.08038 -0.005 -0.093 0.043 -0.0315
C 0.78478 4.33253 -0.46734 -0.045 0.015 -0.024 0.0028
C 1.96715 4.98210 -0.14965 -0.016 0.019 0.015 -0.9073
C 3.18895 4.40367 -0.47284 0.023 0.030 0.008 -0.5593
C 3.23289 3.17250 -1.10860 -0.004 -0.033 -0.022 -0.7414
C 2.05347 2.50258 -1.40398 -0.007 0.011 0.024 -0.2214
C -1.38346 2.93109 -2.35955 -0.103 0.069 -0.031 0.8037
C -0.92321 3.78119 -3.36516 -0.003 -0.022 0.009 -0.6839
C -1.81647 4.30166 -4.28742 0.011 0.005 -0.016 -0.8717
C -3.16746 3.99599 -4.19364 -0.016 0.006 -0.004 -0.5832
C -3.63088 3.16909 -3.17742 -0.026 -0.010 -0.003 -0.7321
C -2.74262 2.63255 -2.26235 -0.001 0.009 0.000 0.6322
H -0.17195 4.79039 -0.24363 0.014 -0.002 0.003 0.5426
H 1.93680 5.94711 0.33918 -0.002 -0.010 -0.008 0.4574
H 4.10963 4.92163 -0.23678 -0.017 -0.004 0.001 0.4254
H 4.18402 2.72834 -1.37307 -0.017 0.004 0.006 0.5040
H 2.07427 1.54130 -1.90373 -0.005 -0.035 0.000 0.6915
H 0.13065 4.01929 -3.43091 0.000 0.000 -0.001 0.5380
H -1.45924 4.95023 -5.07622 -0.004 -0.005 0.007 0.4347
H -3.86433 4.41253 -4.90952 0.007 -0.005 0.007 0.4304
H -4.68704 2.94727 -3.09470 0.015 -0.001 0.000 0.4827
H -3.09735 1.99970 -1.45961 -0.006 -0.020 -0.004 0.1863
O 2.68784 -1.66608 -1.93343 0.083 0.018 -0.049 -0.5872
S 1.29864 -2.01725 -2.03689 0.126 -0.248 0.014 1.1136
O 0.48231 -0.70351 -1.87659 0.148 0.295 -0.266 -0.4939
O 0.86654 -2.74655 -3.18441 -0.012 0.011 -0.061 -0.6503
S 0.56992 -2.83977 -0.30938 -0.154 0.145 0.126 -0.1534
```
Forces are in eV/Å.

Summary:
* frontier orbital gap: 6.68 eV
* energy relative to the best compared isomer or geometry (same formula, charge and spin): 84.28 kJ/mol
* charge: +1
* DFT total energy: -3428.589147 Ha
* LUMO energy: -4.035 eV

---

Entry from OMol25: C48H40F9N3O18S as an isolated structure in a non-equilibrium geometry (ωB97M-V/def2-TZVPD).

XYZ file:
```
119
Properties=species:S:1:pos:R:3:forces:R:3:mulliken_charge:R:1
C 7.52827 -2.79260 1.14466 -0.581 0.280 -0.254 -1.1200
C 7.09212 -1.52593 0.26049 1.630 -0.141 0.921 0.3798
O 8.27144 -1.14411 -0.50686 -0.338 -0.160 0.381 -0.5873
C 6.68361 -0.26722 1.14898 -0.416 -0.117 -1.180 -0.7984
N 5.27462 0.10484 0.79606 0.126 0.756 1.988 0.0099
C 4.46462 0.08628 2.06685 -0.911 -0.148 -1.253 -0.9258
C 2.98543 0.52514 1.64295 1.683 0.287 1.121 -0.0792
O 2.05916 -0.34735 2.35565 -1.314 0.324 -1.658 -0.5342
C 0.98864 -0.68648 1.50988 -1.514 0.195 -0.335 -0.2606
C -0.32963 -0.05206 1.67936 0.904 -0.538 -0.543 0.4350
C -0.43792 0.98704 2.83924 1.161 -0.087 0.669 -1.3770
C -0.67507 0.25108 4.23980 0.198 -0.758 -1.266 -0.4344
C -2.11406 -0.38713 4.39578 0.886 -0.456 1.570 -0.4381
C -1.96342 -1.61661 5.40378 -0.880 1.847 0.458 0.7856
F -0.94760 -1.39178 6.35094 -1.080 -0.798 -1.695 -0.3237
F -3.14979 -1.65847 6.15735 1.691 -0.600 -1.001 -0.3515
C -1.73484 -3.00198 4.65680 0.005 -1.790 1.218 0.4947
F -2.95201 -3.66504 4.66285 1.913 1.005 -0.810 -0.2686
F -0.85982 -3.83404 5.34478 -1.200 1.455 -0.986 -0.2790
F -1.22582 -2.87680 3.39275 -1.088 -0.036 1.661 -0.0863
C -1.51540 -0.35645 0.79132 2.504 -2.972 -1.423 0.5050
C -2.94402 0.23913 0.90643 -1.028 0.347 -0.827 0.8642
F -3.21515 0.99940 2.03105 0.623 -0.995 -1.081 -0.3032
F -3.94008 -0.75580 0.86681 1.708 1.106 0.493 -0.3248
C -3.20732 1.16707 -0.38679 -0.648 0.580 -0.372 0.9515
F -3.38697 2.51180 -0.02900 0.203 -1.788 -0.199 -0.3492
F -4.36912 0.74914 -1.02605 1.568 0.770 0.813 -0.2809
C -1.28605 -1.32659 -0.31515 0.370 0.540 1.524 0.2195
C -2.33868 -1.73943 -1.36931 -1.313 0.055 -1.930 -0.4715
C -2.34760 -0.93371 -2.63257 -0.990 -1.401 0.195 0.2104
C -3.25621 -1.18383 -3.76003 0.154 -1.473 2.920 -0.9847
C -4.21812 -2.31083 -3.61624 2.169 1.117 1.471 -0.4021
C -4.20964 -3.11004 -2.37790 0.828 1.062 -0.154 -0.7873
C -3.30120 -2.85185 -1.22844 0.410 1.733 -2.427 -0.5119
C 0.07572 -1.97618 -0.45748 1.613 -0.295 0.014 0.6788
N 0.45806 -2.89768 -1.43562 0.931 1.132 2.166 -0.5535
S 2.05126 -3.29281 -1.14010 -1.481 1.192 0.679 0.1333
N 2.46815 -2.34779 0.17765 -3.782 0.264 -1.086 -0.4646
C 1.26917 -1.69668 0.43844 -1.609 1.171 0.552 0.8533
H 7.18509 -3.75069 0.65899 0.220 0.979 0.673 0.2515
H 7.08815 -2.66852 2.18066 0.550 -0.537 -1.139 0.2975
H 8.65747 -2.87397 1.20178 -1.292 0.308 0.073 0.3455
H 6.29721 -1.78218 -0.48746 0.682 0.409 0.879 0.1912
H 8.97031 -1.03124 0.16342 -0.305 -0.029 -0.574 0.3293
H 6.76582 -0.47546 2.25166 0.085 0.175 -1.048 0.4146
H 7.34100 0.60489 0.86161 -0.381 -1.108 0.413 0.2551
H 5.25007 1.09821 0.52029 0.194 -0.698 -0.161 0.0990
H 4.90802 0.76856 2.84823 -0.542 -0.631 -0.587 0.3572
H 4.44277 -0.96958 2.44851 -0.087 1.005 -0.289 0.4290
H 2.86504 1.59454 2.00384 -0.340 -1.122 -0.587 0.3059
H 2.87702 0.46384 0.52502 0.056 -0.020 1.220 -0.1218
H 0.59243 1.45390 2.93940 -1.206 -0.519 -0.183 0.2548
H -1.13696 1.84262 2.65648 0.408 -1.075 0.040 0.5556
H -0.38331 0.90098 5.10507 -0.580 -0.521 -0.809 0.4865
H 0.05751 -0.61707 4.23236 -0.657 1.123 0.052 0.2668
H -2.81613 0.33178 4.91439 0.634 -0.894 -0.835 0.4136
H -2.54748 -0.81228 3.45525 0.406 0.667 0.821 -0.1816
H -2.33024 1.13107 -1.08651 -1.046 0.001 0.583 -0.2954
H -1.61188 -0.08205 -2.72642 -0.810 -1.107 0.136 0.3638
H -3.18437 -0.52289 -4.65930 -0.252 -1.022 1.253 0.5819
H -4.88627 -2.50848 -4.49393 0.543 -0.042 1.241 0.3819
H -4.94036 -3.96403 -2.30977 0.918 1.044 0.016 0.3085
H -3.31615 -3.47639 -0.29513 -0.083 0.733 -1.192 0.4224
C -0.03640 -0.68342 11.31975 -0.068 0.174 0.311 -0.7819
C -0.39259 -0.70310 10.03107 0.714 -0.792 -0.127 0.3240
C -1.43721 0.22279 9.49662 -0.544 0.516 -0.027 0.7594
O -1.71866 0.18606 8.31374 0.216 -0.047 0.265 -0.4301
C -2.08587 1.14067 10.43428 0.062 -0.132 -0.256 -1.0056
C -1.73163 1.15695 11.72239 -0.700 0.711 0.077 0.3757
C -0.66807 0.25056 12.25064 0.520 -0.545 0.010 0.9968
O -0.36288 0.31086 13.42826 -0.292 0.268 -0.045 -0.6148
O -2.31785 1.99296 12.60439 0.662 -0.671 -0.088 -0.5699
O 0.17466 -1.55758 9.15690 -0.681 0.795 0.133 -0.5719
H 0.71927 -1.34628 11.71853 -0.013 0.015 -0.024 0.4353
H -2.85245 1.79320 10.03937 0.016 -0.007 0.018 0.4337
H -1.88657 1.81118 13.46173 -0.063 0.060 -0.040 0.3482
H -0.25111 -1.37465 8.29587 0.071 -0.143 -0.001 0.3717
C 3.08309 1.58889 -5.02565 -0.118 -0.318 -0.126 -0.8265
C 3.29853 2.14756 -3.82932 0.213 0.972 -0.555 0.3998
C 3.26211 1.33827 -2.57304 0.040 -0.664 0.369 0.5769
O 3.48189 1.88094 -1.50410 -0.005 0.265 -0.225 -0.7175
C 2.95310 -0.08564 -2.68329 -0.017 0.284 0.176 -0.1750
C 2.73307 -0.64308 -3.87960 -0.179 -0.865 0.577 0.2468
C 2.79819 0.15866 -5.13778 0.051 0.590 -0.487 0.8770
O 2.60921 -0.39104 -6.20729 -0.047 -0.273 0.280 -0.6372
O 2.44055 -1.95291 -3.99955 0.189 0.859 -0.578 -0.5492
O 3.55666 3.46295 -3.70498 0.183 -1.038 0.290 -0.6184
H 3.10875 2.16272 -5.94199 0.022 -0.003 0.029 0.4590
H 2.91108 -0.65573 -1.76456 0.081 0.019 -0.001 0.2471
H 2.32606 -2.11141 -4.95689 -0.008 -0.047 0.078 0.3263
H 3.67421 3.61918 -2.74772 -0.136 0.171 -0.079 0.3692
C -1.55555 4.26263 -3.34836 -0.145 0.170 -0.059 -0.8257
C -0.36826 3.85087 -2.89682 -0.347 -0.807 -0.159 0.1932
C 0.67869 4.82201 -2.45472 0.271 0.660 0.135 1.0497
O 1.74183 4.40314 -2.03213 -0.425 -0.224 0.064 -0.5863
C 0.37762 6.24895 -2.55471 0.203 -0.306 0.070 -1.0028
C -0.80950 6.66194 -3.00976 0.364 0.956 0.145 0.2991
C -1.86568 5.69099 -3.42652 -0.363 -0.561 -0.142 0.9007
O -2.93922 6.10767 -3.81788 0.242 0.284 0.068 -0.6091
O -1.10689 7.97220 -3.11264 -0.336 -0.931 -0.135 -0.5668
O -0.06045 2.53671 -2.81729 0.304 0.778 0.176 -0.1667
H -2.32223 3.57008 -3.66903 0.006 0.011 0.026 0.5553
H 1.14957 6.94135 -2.24812 -0.028 -0.003 -0.004 0.4513
H -2.01818 8.00645 -3.46306 0.064 0.082 0.040 0.3485
H 0.84764 2.50345 -2.45958 -0.107 -0.046 0.059 0.0411
C -4.01012 -1.14361 -10.10223 -0.070 -0.263 -0.143 -0.8223
C -3.76470 -0.57815 -8.91686 0.134 0.842 -0.507 0.1752
C -3.79910 -1.37239 -7.65156 -0.090 -0.584 0.329 0.8864
O -3.55063 -0.82228 -6.59194 -0.102 0.255 -0.785 -0.4743
C -4.13789 -2.79130 -7.73997 0.086 0.330 0.214 -0.8938
C -4.38691 -3.35684 -8.92538 -0.162 -0.882 0.529 0.4378
C -4.32593 -2.56904 -10.19364 0.072 0.561 -0.478 0.8160
O -4.54154 -3.12625 -11.25354 -0.046 -0.266 0.290 -0.6052
O -4.70337 -4.66198 -9.02970 0.155 0.850 -0.496 -0.5700
O -3.47391 0.73471 -8.80920 -0.118 -0.827 0.498 -0.5865
H -3.98627 -0.58047 -11.02514 0.010 -0.005 0.029 0.4239
H -4.17634 -3.35095 -6.81523 0.029 -0.017 -0.030 0.4698
H -4.83353 -4.82358 -9.98443 0.001 -0.068 0.082 0.3456
H -3.33770 0.89486 -7.85584 0.010 0.069 -0.096 0.3304
```
Forces are in eV/Å.

Summary:
* frontier orbital gap: 7.02 eV
* DFT total energy: -4668.469655 Ha
* LUMO energy: -1.835 eV